[1]
Molecular formula: C17H29NO4
Method: DFT, the ωB97M-V functional and the def2-TZVPD basis

Last column: Mulliken charge in e.
CARTESIAN COORDINATES (ANGSTROEM)
N: -25.28521 -14.86759 0.69322  -0.525
C: -24.25447 -14.62919 1.51227  -0.158
C: -23.49891 -13.46652 1.54754  -0.261
C: -23.92761 -12.40273 0.72655  -0.249
C: -25.02663 -12.56572 -0.09620  -0.381
C: -25.74503 -13.80838 -0.06471  -0.197
H: -23.97224 -15.44184 2.16522  0.355
H: -22.63146 -13.36406 2.18267  0.352
H: -23.22694 -11.58134 0.69885  0.347
H: -25.43356 -11.79752 -0.73705  0.340
H: -26.55615 -14.09692 -0.71681  0.377
C: -21.54301 -5.21670 -2.06559  -1.041
C: -22.89723 -4.83830 -1.57655  0.812
O: -23.12963 -4.31250 -0.45567  -0.568
C: -24.04347 -5.16799 -2.48567  -1.034
H: -21.22823 -4.56261 -2.87871  0.298
H: -21.47651 -6.26296 -2.36401  0.313
H: -20.84184 -4.93840 -1.27882  0.305
H: -24.00771 -4.75226 -3.49264  0.311
H: -24.95002 -4.79666 -2.00777  0.306
H: -24.20915 -6.24182 -2.57247  0.297
C: -13.31273 -6.58969 -2.89543  -0.997
C: -13.85036 -5.19272 -2.95316  0.736
O: -14.15112 -4.52086 -1.98131  -0.541
C: -13.96602 -4.53306 -4.33400  -1.029
H: -13.70270 -7.25089 -2.12158  0.318
H: -12.23101 -6.52642 -3.01365  0.268
H: -13.65892 -7.05175 -3.81995  0.316
H: -14.68392 -3.71288 -4.33729  0.327
H: -14.05214 -5.21756 -5.17788  0.322
H: -13.04221 -3.99791 -4.55373  0.280
C: -20.24989 -11.54062 -7.03034  -0.988
C: -20.99326 -12.73058 -7.47606  0.759
O: -21.84585 -13.23015 -6.75293  -0.552
C: -20.74807 -13.21663 -8.89163  -1.049
H: -20.47036 -11.35791 -5.97863  0.307
H: -20.69161 -10.64704 -7.47137  0.262
H: -19.18249 -11.61419 -7.23855  0.323
H: -21.08365 -14.25100 -8.96602  0.319
H: -19.73734 -13.26861 -9.29637  0.346
H: -21.38401 -12.68014 -9.59582  0.273
C: -22.28656 -5.57937 -9.66265  -1.008
C: -20.85924 -5.29142 -10.13161  0.703
O: -20.34397 -5.66833 -11.18149  -0.555
C: -19.99333 -4.43225 -9.18384  -0.891
H: -22.50460 -5.45504 -8.60194  0.317
H: -22.58383 -6.53428 -10.09610  0.326
H: -22.88181 -4.81749 -10.16594  0.274
H: -20.44538 -4.28330 -8.20325  0.279
H: -19.92011 -3.51954 -9.77520  0.252
H: -19.00552 -4.85964 -9.01158  0.303

For the LUMO energy, the calculation gives 0.1 eV. As for the HOMO-LUMO gap: 9.728 eV.

[2]
Molecular formula: C6H12O
Method: DFT, the ωB97M-V functional and the def2-TZVPD basis

Last column: Mulliken charge in e.
CARTESIAN COORDINATES (ANGSTROEM)
C: -2.39628 -0.84349 0.42167  -1.262
C: -1.12114 -0.85894 -0.41908  -0.650
C: -0.06861 0.13648 0.08539  0.589
C: 1.36776 -0.32477 -0.22581  -0.684
C: 2.43772 0.54181 0.43169  -1.183
C: -0.27625 1.49843 -0.54142  -0.197
O: -0.10022 2.55432 0.01696  -0.468
H: -3.13846 -1.54903 0.03356  0.377
H: -2.17541 -1.12475 1.45847  0.341
H: -2.85231 0.15370 0.44278  0.309
H: -0.69524 -1.86950 -0.42233  0.355
H: -1.35957 -0.63119 -1.46853  0.344
H: -0.15609 0.26660 1.17271  0.208
H: 1.51014 -0.35332 -1.31519  0.311
H: 1.46513 -1.36050 0.12411  0.339
H: 3.44164 0.17848 0.18921  0.367
H: 2.32370 0.52980 1.52304  0.303
H: 2.36785 1.58552 0.10970  0.303
H: -0.57436 1.47036 -1.61692  0.297

For the LUMO energy, the calculation gives 1.1 eV. As for the HOMO-LUMO gap: 10.784 eV.

[3]
Molecular formula: C15H25NO5PbSi2Te
Method: DFT, the ωB97M-V functional and the def2-TZVPD basis

Last column: Mulliken charge in e.
CARTESIAN COORDINATES (ANGSTROEM)
Pb: -1.36470 1.27322 0.63856  1.034
O: -4.29332 3.08652 -4.97580  -0.512
C: -3.64726 2.74525 -3.82552  0.954
C: -2.29203 3.09312 -3.61598  -0.489
C: -1.68675 2.61991 -2.41718  0.074
N: -2.43259 1.97718 -1.50966  -0.250
C: -3.73649 1.70862 -1.70263  0.183
C: -4.40898 2.10368 -2.84394  -0.449
C: -4.36263 0.99955 -0.48233  0.295
O: -5.52049 0.60613 -0.59400  -0.671
O: -3.59281 0.84033 0.52277  -0.713
C: -0.25253 2.76236 -2.12442  0.178
O: 0.41854 3.51198 -2.85000  -0.695
O: 0.13390 2.22280 -1.01001  -0.588
H: -3.77874 3.63401 -5.55717  0.307
H: -1.65717 3.58318 -4.34776  0.456
H: -5.48054 1.92724 -2.88088  0.521
C: 4.58849 -1.31684 -0.89093  -1.110
Si: 3.82398 0.17612 -0.00582  0.319
C: 5.09563 0.81688 1.26915  -1.041
C: 3.48496 1.45986 -1.37594  -0.860
C: 2.20146 -0.34951 0.81642  -0.698
Te: 0.40524 -0.96836 -0.41391  0.124
C: 0.10130 -2.72006 0.87357  -0.914
Si: -0.95860 -2.41744 2.39520  0.236
C: -2.69624 -2.09241 1.73986  -0.486
C: -0.16357 -1.02630 3.52210  -0.830
C: -1.00140 -4.00889 3.47216  -1.142
H: 5.44975 -0.94333 -1.44834  0.318
H: 3.95028 -1.77993 -1.61631  0.355
H: 5.05827 -2.02493 -0.20187  0.336
H: 6.07549 0.69958 0.80014  0.304
H: 5.07900 0.15763 2.18115  0.306
H: 4.86929 1.84952 1.54762  0.316
H: 4.36307 2.08278 -1.48425  0.354
H: 2.62580 2.11284 -1.15675  0.150
H: 3.24266 0.91100 -2.30077  0.277
H: 1.83831 0.39166 1.54881  0.399
H: 2.25341 -1.26134 1.44246  0.355
H: 1.03845 -3.11960 1.29197  0.374
H: -0.37718 -3.52073 0.30903  0.576
H: -2.96935 -1.14640 1.29719  0.007
H: -3.44521 -2.35662 2.51367  0.287
H: -2.80256 -2.84859 0.96278  0.274
H: -0.07962 -0.08060 3.03485  0.154
H: 0.79527 -1.38837 3.82031  0.316
H: -0.79268 -0.85919 4.40765  0.330
H: -1.08169 -4.97878 2.95058  0.364
H: -1.88962 -4.05825 4.16461  0.314
H: -0.12781 -4.08646 4.10958  0.301

For the LUMO energy, the calculation gives -0.4 eV. As for the HOMO-LUMO gap: 8.461 eV.

[4]
Molecular formula: C16H31N6O
Method: DFT, the ωB97M-V functional and the def2-TZVPD basis

Last column: Mulliken charge in e.
CARTESIAN COORDINATES (ANGSTROEM)
C: 0.09507 2.43273 -3.95036  -1.615
H: -0.32981 3.27959 -3.41708  0.343
H: 0.89130 2.80047 -4.59183  0.446
H: -0.67134 1.99933 -4.58581  0.374
C: 0.65649 1.40731 -2.97139  0.010
H: 1.50425 1.85965 -2.45357  0.131
H: 1.01622 0.53800 -3.52635  0.295
C: -0.36817 0.95833 -1.92373  0.427
C: -1.54383 0.22057 -2.55934  -1.632
H: -2.07549 0.87909 -3.23827  0.466
H: -1.19469 -0.64271 -3.12174  0.389
H: -2.25402 -0.12084 -1.80872  0.305
H: -0.73456 1.85130 -1.40718  0.346
C: 0.30583 0.04738 -0.87199  -0.369
N: -0.62462 -0.29266 0.17038  1.044
C: -1.29582 0.55027 0.98160  0.472
C: -1.98449 -0.26395 1.85859  -0.285
N: -1.66837 -1.52326 1.49361  0.289
N: -0.85493 -1.53682 0.48037  -1.584
C: -2.89816 0.01526 2.99012  -1.011
H: -2.79671 1.06126 3.27805  0.377
H: -2.59282 -0.60043 3.83793  0.381
C: -4.37482 -0.26017 2.65744  -0.795
H: -4.95267 -0.05290 3.55860  0.380
C: -4.70290 -1.67717 2.17509  -0.608
H: -4.28347 -1.84413 1.18096  0.391
H: -5.78659 -1.73155 2.07000  0.392
C: -4.23246 -2.80129 3.11139  -0.746
N: -3.03585 -3.46697 2.56627  -0.628
H: -2.58313 -4.03150 3.27848  0.237
H: -2.13171 -2.42487 1.94523  0.581
H: -5.04095 -3.52337 3.26022  0.361
H: -3.97801 -2.39248 4.09034  0.390
H: -4.70160 0.44376 1.89036  0.397
H: -1.21486 1.61359 0.91739  0.574
H: 0.60635 -0.90151 -1.31875  0.789
C: 1.47174 0.79156 -0.16313  0.068
O: 1.17399 1.63317 0.66748  -0.695
N: 2.73328 0.46622 -0.45897  0.054
C: 3.80892 1.17065 0.23068  -0.766
H: 4.38646 0.43968 0.80750  0.351
H: 3.36244 1.89487 0.91125  0.391
C: 4.71791 1.86320 -0.79544  -0.789
N: 5.24799 0.93540 -1.76937  -0.314
H: 5.91087 0.30151 -1.33457  0.305
C: 4.18727 0.20594 -2.41731  -0.820
H: 4.61950 -0.54076 -3.08451  0.439
H: 3.61607 0.91845 -3.01918  0.257
C: 3.23584 -0.49459 -1.42025  -0.434
H: 3.79367 -1.26370 -0.87121  0.403
H: 2.43115 -0.97495 -1.97054  0.257
H: -3.30328 -4.08854 1.80757  0.275
H: 5.54380 2.35457 -0.28118  0.418
H: 4.14407 2.62318 -1.33392  0.287

As for the charge: +1. For the LUMO energy, the calculation gives -2.2 eV. As for the HOMO-LUMO gap: 8.799 eV.

[5]
Molecular formula: C2H4N2S3
Method: DFT, the ωB97M-V functional and the def2-TZVPD basis

Last column: Mulliken charge in e.
CARTESIAN COORDINATES (ANGSTROEM)
C: 1.26581 -0.07581 0.01489  -0.056
C: -0.99269 0.85048 0.08327  0.021
N: 0.43350 0.94605 0.17588  -0.178
N: -1.77165 -0.01474 -0.34626  -0.377
S: 2.59907 -0.10842 -1.01731  -0.249
S: 0.93826 -1.48342 1.05928  -0.048
S: -1.67982 -1.52075 -0.92501  -0.040
H: 0.02394 -0.84938 1.75494  0.173
H: -1.35186 1.88214 0.33278  0.326
H: 0.94111 1.84779 0.21680  0.274
H: -0.40567 -1.47395 -1.34925  0.154

For the LUMO energy, the calculation gives -0.5 eV. As for the HOMO-LUMO gap: 8.098 eV.

[6]
Molecular formula: C7H15NO2
Method: DFT, the ωB97M-V functional and the def2-TZVPD basis

Last column: Mulliken charge in e.
CARTESIAN COORDINATES (ANGSTROEM)
C: -0.71054 1.23227 0.24240  0.538
C: -1.62281 2.24772 0.78397  -1.292
C: 1.30921 -1.08400 0.50278  -1.629
C: -0.61803 -2.61376 0.92111  -1.661
C: -0.34741 -1.57138 -1.33832  -1.521
C: 0.77662 2.69028 -0.87153  -0.833
C: -0.15721 -1.36720 0.16619  1.318
N: -1.01024 -0.25699 0.60610  0.702
O: -1.99943 -0.45994 1.36861  -0.743
O: 0.25012 1.39359 -0.69779  -0.313
H: -2.33114 1.72249 1.42345  0.390
H: -2.17146 2.76018 -0.01067  0.316
H: -1.08944 2.99562 1.37439  0.319
H: 1.40612 -0.79761 1.54752  0.382
H: 1.89711 -1.98362 0.33508  0.433
H: 1.70489 -0.29091 -0.12206  0.331
H: -0.44311 -2.49947 1.98942  0.404
H: -0.06930 -3.48120 0.56270  0.432
H: -1.68228 -2.77546 0.77211  0.401
H: -0.06926 -0.67276 -1.87964  0.325
H: 0.27290 -2.39666 -1.68047  0.393
H: -1.38730 -1.80700 -1.55281  0.376
H: 0.00160 3.41163 -1.14457  0.341
H: 1.49516 2.60773 -1.68686  0.259
H: 1.29179 3.03651 0.02981  0.334

For the LUMO energy (alpha / beta), the calculation gives 0.7 / 0.8 eV. As for the HOMO-LUMO gap (alpha / beta): 8.134 / 7.659 eV.

[7]
Molecular formula: C32H33N3O7
Method: DFT, the ωB97M-V functional and the def2-TZVPD basis

Last column: Mulliken charge in e.
CARTESIAN COORDINATES (ANGSTROEM)
C: 10.06199 0.31324 0.37946  -0.826
H: 10.05310 1.29356 0.86456  0.336
O: 8.98458 -0.48524 0.81526  -0.420
C: 7.72559 -0.06476 0.58119  0.958
C: 6.70358 -0.91225 1.04672  -1.018
C: 5.39132 -0.58578 0.84593  -0.460
C: 5.02021 0.59534 0.18067  -0.061
C: 6.05228 1.46463 -0.25094  -0.010
C: 7.38922 1.11507 -0.05964  -0.536
H: 8.13048 1.80904 -0.42015  0.458
O: 5.80045 2.62500 -0.85408  -0.657
H: 4.81611 2.74384 -0.88054  0.385
C: 3.63428 0.96403 -0.05604  0.959
O: 3.31214 2.06703 -0.51160  -0.882
C: 2.57596 -0.03164 0.22269  0.026
C: 1.34278 0.35685 0.53726  -0.859
C: 0.25980 -0.60410 0.87092  0.544
O: -0.05259 -0.80762 2.03691  -0.753
N: -0.31206 -1.26646 -0.15790  0.625
C: -0.20458 -0.82011 -1.54545  -1.406
C: -0.74036 0.57855 -1.75023  0.146
C: 0.12353 1.65825 -1.86577  -0.565
C: -0.33987 2.96479 -2.00615  -1.287
C: -1.69993 3.14856 -2.03062  1.238
C: -2.57618 2.06464 -1.94765  0.621
C: -2.12485 0.77557 -1.81697  -0.768
H: -2.81832 -0.04649 -1.78014  0.485
O: -3.86650 2.51845 -2.01299  -0.518
C: -3.77759 3.92096 -2.13701  -0.329
O: -2.41947 4.30648 -2.14767  -0.505
H: -4.25859 4.24055 -3.07519  0.273
H: -4.28921 4.39929 -1.28604  0.278
H: 0.34196 3.79364 -2.08802  0.472
H: 1.19006 1.50053 -1.85198  0.534
H: 0.84153 -0.86037 -1.86301  0.548
H: -0.78054 -1.52421 -2.14848  0.645
C: -1.25290 -2.33624 0.17283  0.607
C: -1.04060 -3.56000 -0.68059  0.260
C: 0.23450 -3.89057 -1.13349  -0.472
C: 0.40315 -5.04790 -1.87376  -0.527
N: -0.58661 -5.86951 -2.17777  -0.641
C: -1.79359 -5.56395 -1.73728  -0.579
C: -2.07698 -4.43492 -0.98247  -0.487
H: -3.08350 -4.23880 -0.65490  0.461
H: -2.57681 -6.26256 -1.99990  0.402
H: 1.38001 -5.33502 -2.24079  0.381
H: 1.08159 -3.26260 -0.90410  0.355
C: -2.67422 -1.73660 0.14603  -0.296
O: -3.47639 -1.93163 -0.74490  -0.667
N: -2.88024 -0.91830 1.18720  0.055
H: -2.14599 -0.80467 1.87605  0.480
C: -4.03322 -0.04749 1.30080  -0.183
C: -3.57473 1.39103 1.53718  -0.472
C: -4.78301 2.31887 1.61321  -0.711
C: -5.72368 1.87623 2.73019  -0.845
C: -6.16675 0.43179 2.51649  -0.615
C: -4.95796 -0.49601 2.43380  -1.016
H: -5.28226 -1.52260 2.25437  0.365
H: -4.40730 -0.47297 3.37738  0.296
H: -6.81768 0.11711 3.33440  0.386
H: -6.73678 0.36173 1.58770  0.332
H: -6.59688 2.53062 2.76168  0.358
H: -5.20876 1.95925 3.69016  0.338
H: -4.45038 3.34389 1.79061  0.426
H: -5.31132 2.29531 0.65743  0.270
H: -2.90811 1.70093 0.72962  0.021
H: -3.01345 1.43715 2.47434  0.471
H: -4.56928 -0.11631 0.34803  0.470
H: -1.03275 -2.61327 1.21453  0.599
H: 1.12446 1.40533 0.68943  0.537
H: 2.82383 -1.07691 0.11382  0.477
H: 4.62748 -1.24172 1.23186  0.491
H: 6.98613 -1.81553 1.56197  0.426
H: 10.04781 0.44337 -0.70653  0.341
H: 10.96284 -0.22537 0.66811  0.233

For the LUMO energy, the calculation gives -0.4 eV. As for the HOMO-LUMO gap: 7.816 eV.

[8]
Molecular formula: C2INO3
Method: DFT, the ωB97M-V functional and the def2-TZVPD basis

Last column: Mulliken charge in e.
CARTESIAN COORDINATES (ANGSTROEM)
C: -1.07706 2.19792 1.81380  0.769
C: 0.94286 0.90609 -0.09460  0.097
N: -0.07505 2.51384 1.05826  -0.589
O: -1.53767 2.88928 0.61474  -0.458
O: -1.59748 1.76679 2.76371  -0.596
O: 0.53544 -0.15090 -0.29741  -0.224
I: 2.80896 -10.12301 -5.85849  -1.000

As for the charge: -2. For the LUMO energy, the calculation gives 5.4 eV. As for the HOMO-LUMO gap: 7.522 eV.

Taking the records one at a time from the top gives relative energy (zero: lowest compared OMol25 entry of this formula, charge and spin) values of 85.2, 10.1, 0.5, 0.3, 34.5, 102.6, 0.4, 95.1 kcal/mol.